No. 1
This record from OMol25 describes a structure of composition C40H57Cl2N3O2W. The level of theory is ωB97M-V with the def2-TZVPD basis set.

CARTESIAN COORDINATES (ANGSTROEM)
W: -0.244 1.738 0.084
C: 0.162 4.139 1.784
N: 0.839 3.530 0.602
C: 0.762 4.504 -0.526
C: 2.274 3.201 0.911
C: 2.688 1.811 0.410
N: 1.680 0.771 0.758
C: 1.926 -0.491 0.002
C: 1.828 -0.443 -1.511
C: 2.366 -1.530 -2.186
C: 2.316 -1.617 -3.566
C: 1.733 -0.553 -4.257
C: 1.171 0.554 -3.641
C: 1.215 0.584 -2.232
O: 0.643 1.593 -1.489
C: 0.574 1.692 -4.481
C: 0.607 1.358 -5.974
C: 1.425 2.954 -4.266
C: -0.899 1.957 -4.119
C: 2.851 -2.817 -4.334
C: 3.932 -2.353 -5.323
C: 1.686 -3.459 -5.106
C: 3.460 -3.876 -3.412
C: 1.815 0.454 2.207
C: 0.674 -0.334 2.786
C: 0.899 -1.459 3.547
C: -0.147 -2.072 4.234
C: -1.390 -1.452 4.192
C: -1.675 -0.311 3.444
C: -0.619 0.192 2.659
O: -0.721 1.238 1.760
C: -3.036 0.383 3.599
C: -3.936 -0.368 4.579
C: -2.800 1.806 4.139
C: -3.774 0.463 2.260
C: 0.115 -3.354 5.014
C: 0.615 -4.424 4.027
C: -1.146 -3.880 5.704
C: 1.187 -3.101 6.085
H: 0.649 5.072 2.071
H: 0.189 3.453 2.628
H: -0.878 4.347 1.535
H: 1.208 5.454 -0.227
H: -0.277 4.670 -0.806
H: 1.299 4.118 -1.387
H: 2.424 3.287 1.985
H: 2.925 3.936 0.440
H: 3.658 1.559 0.847
H: 2.818 1.824 -0.669
H: 1.217 -1.228 0.391
H: 2.925 -0.859 0.256
H: 2.828 -2.317 -1.604
H: 1.715 -0.594 -5.336
H: 1.629 1.247 -6.339
H: 0.149 2.173 -6.535
H: 0.047 0.448 -6.195
H: 2.453 2.778 -4.587
H: 1.443 3.246 -3.216
H: 1.024 3.786 -4.847
H: -1.491 1.048 -4.257
H: -1.304 2.724 -4.780
H: -1.031 2.304 -3.101
H: 3.538 -1.650 -6.058
H: 4.327 -3.214 -5.862
H: 4.758 -1.871 -4.796
H: 1.268 -2.780 -5.849
H: 0.888 -3.758 -4.423
H: 2.039 -4.350 -5.627
H: 4.307 -3.483 -2.846
H: 3.827 -4.702 -4.020
H: 2.722 -4.282 -2.718
H: 1.879 1.397 2.753
H: 2.753 -0.082 2.364
H: 1.909 -1.843 3.632
H: -2.189 -1.866 4.786
H: -3.501 -0.410 5.578
H: -4.140 -1.384 4.236
H: -4.893 0.149 4.656
H: -2.266 1.781 5.089
H: -3.757 2.307 4.296
H: -2.221 2.401 3.432
H: -3.864 -0.524 1.803
H: -3.255 1.132 1.591
H: -4.781 0.859 2.407
H: -0.117 -4.590 3.234
H: 0.769 -5.366 4.555
H: 1.562 -4.139 3.567
H: -1.944 -4.076 4.987
H: -1.507 -3.180 6.460
H: -0.913 -4.818 6.208
H: 2.143 -2.805 5.651
H: 1.349 -4.016 6.655
H: 0.868 -2.322 6.780
Cl: -4.384 3.993 -0.827
C: -4.230 2.322 -1.216
C: -5.303 1.586 -1.685
C: -5.158 0.238 -1.979
C: -3.946 -0.406 -1.760
C: -2.905 0.346 -1.278
Cl: -1.383 -0.389 -0.743
C: -2.983 1.725 -1.023
N: -1.849 2.278 -0.520
H: -6.261 2.073 -1.809
H: -5.999 -0.326 -2.356
H: -3.836 -1.465 -1.951

Values from the calculation:
**Orbital gap**: 0.2383 Ha
**Net charge**: +2
**LUMO energy**: -0.263 hartree
**Energy**: -77829.59595 eV



No. 2
This record from OMol25 describes an isolated molecule of C6H13N3. The level of theory is ωB97M-V with the def2-TZVPD basis set.

CARTESIAN COORDINATES (ANGSTROEM)
C: 2.976 -0.816 0.053
C: 1.834 0.124 0.334
N: 1.471 1.135 -0.384
N: 0.252 1.850 0.049
C: -0.962 1.476 -0.632
C: -1.391 0.163 0.125
N: -1.776 0.317 1.425
C: -0.696 -1.115 -0.356
C: -2.180 -0.854 -0.765
H: 3.853 -0.496 0.774
H: 2.873 -1.958 0.273
H: 3.177 -0.623 -1.047
H: 1.217 -0.154 1.132
H: 0.661 2.812 -0.015
H: -1.638 2.380 -0.206
H: -0.765 1.272 -1.635
H: -0.858 0.193 2.092
H: -2.415 -0.537 1.618
H: -0.520 -1.926 0.352
H: 0.264 -0.921 -0.945
H: -2.384 -0.635 -1.845
H: -2.993 -1.689 -0.395

Values from the calculation:
**Orbital gap**: 0.3417 Ha
**LUMO energy**: 0.036 hartree
**Energy**: -10898.32407 eV
**SMILES**: C/C=N/NCC1(N)CC1



No. 3
This record from OMol25 describes an isolated molecule of C7H10N4S. The level of theory is ωB97M-V with the def2-TZVPD basis set.

CARTESIAN COORDINATES (ANGSTROEM)
C: -1.208 2.251 0.998
N: -1.203 2.004 -0.451
N: -0.459 0.924 -0.870
C: -1.027 -0.320 -0.631
N: -2.401 -0.392 -0.912
C: -0.176 -1.275 -0.186
N: -0.429 -2.667 -0.083
C: 1.096 -0.709 0.034
C: 2.420 -1.174 0.432
C: 3.332 -0.210 0.158
S: 2.754 1.385 -0.224
C: 1.179 0.677 -0.095
H: -0.184 2.353 1.404
H: -2.084 3.035 1.065
H: -1.543 1.364 1.506
H: -0.696 2.789 -0.916
H: -2.795 -1.299 -0.908
H: -2.613 -0.134 -1.873
H: -1.211 -2.976 0.552
H: 0.308 -3.177 0.212
H: 2.607 -2.194 0.446
H: 4.334 -0.256 0.343

Values from the calculation:
**Orbital gap**: 0.2856 Ha
**LUMO energy**: 0.028 hartree
**Energy**: -24212.63300 eV
**SMILES**: CNn1c(N)c(N)c2ccsc21



No. 4
This record from OMol25 describes a structure of composition C24H30InN8O7P. The level of theory is ωB97M-V with the def2-TZVPD basis set.

CARTESIAN COORDINATES (ANGSTROEM)
In: 0.358 -0.101 0.644
O: 2.351 1.090 3.712
C: 1.180 0.886 3.449
O: 0.772 -0.148 2.742
C: 0.083 1.823 3.845
C: -1.251 1.141 4.190
C: -1.899 2.030 5.253
C: -2.269 3.223 4.386
C: -1.882 2.831 2.972
O: -2.031 1.334 2.962
C: -0.353 2.978 2.897
C: -0.050 3.008 1.380
O: -0.297 4.092 0.847
O: 0.576 2.006 0.810
H: 0.488 2.368 4.710
H: -1.135 0.082 4.428
H: -1.239 2.313 6.066
H: -2.811 1.491 5.677
H: -1.780 4.177 4.685
H: -3.353 3.507 4.451
H: -2.450 3.303 2.177
H: -0.066 3.961 3.325
C: -3.449 -2.433 -2.707
N: -2.927 -1.687 -1.563
C: -3.704 -0.970 -0.667
C: -2.859 -0.551 0.310
N: -1.565 -0.862 -0.015
C: -1.604 -1.640 -1.135
P: -0.216 -2.396 -1.977
C: 0.377 -3.129 -0.437
N: 0.796 -2.373 0.585
C: 1.369 -3.251 1.521
C: 1.296 -4.544 1.071
N: 0.635 -4.465 -0.175
C: 0.077 -5.576 -0.978
C: 1.104 -1.108 -2.139
N: 0.958 0.103 -1.687
C: 1.592 0.859 -3.877
C: 2.176 -0.334 -4.104
N: 1.991 -1.390 -3.181
C: 3.014 -2.458 -3.066
H: -4.162 -1.792 -3.247
H: -3.916 -3.377 -2.359
H: -2.648 -2.667 -3.371
H: -4.761 -0.861 -0.805
H: -3.056 0.111 1.130
H: 1.765 -2.858 2.437
H: 1.634 -5.495 1.472
H: 0.096 -6.472 -0.337
H: 0.673 -5.761 -1.869
H: -0.970 -5.233 -1.208
H: 1.775 1.652 -4.605
H: 2.782 -0.509 -4.978
H: 3.909 -2.063 -2.624
H: 3.193 -2.880 -4.083
H: 2.664 -3.210 -2.395
C: 2.371 2.678 -1.548
C: 0.988 2.549 -2.090
N: -0.024 3.355 -1.959
O: 0.258 4.726 -1.714
C: 0.701 1.155 -2.713
C: -0.717 1.225 -3.274
N: 5.258 -0.669 2.216
O: 5.168 0.431 1.906
H: 2.346 3.141 -0.557
H: 2.991 3.308 -2.205
H: 2.829 1.706 -1.505
H: 0.102 4.762 -0.741
H: -1.517 1.327 -2.538
H: -0.897 0.412 -3.953
H: -0.834 2.118 -3.867

Values from the calculation:
**Orbital gap (alpha / beta)**: 0.2175 / 0.2737 Ha
**LUMO energy (alpha / beta)**: -0.007 / -0.008 hartree
**Energy**: -66084.99160 eV



No. 5
This record from OMol25 describes a structure of composition C29H27CdN4O4. The level of theory is ωB97M-V with the def2-TZVPD basis set.

CARTESIAN COORDINATES (ANGSTROEM)
Cd: -1.385 0.232 -1.110
O: -5.213 1.783 0.669
C: -4.194 1.463 -0.114
O: -3.060 1.846 0.025
C: -4.597 0.540 -1.232
C: -5.880 0.050 -1.416
C: -6.091 -0.831 -2.463
C: -5.024 -1.198 -3.270
C: -3.778 -0.655 -3.006
N: -3.589 0.204 -2.016
C: -2.494 -0.952 -3.761
O: -2.501 -1.874 -4.706
O: -1.482 -0.349 -3.507
H: -4.888 2.364 1.375
H: -6.681 0.355 -0.757
H: -7.078 -1.235 -2.648
H: -5.187 -1.890 -4.089
H: -3.357 -2.309 -4.802
C: 3.471 -1.475 0.414
C: 3.773 -0.745 1.697
C: 4.687 -1.283 2.603
C: 5.031 -0.626 3.774
C: 4.453 0.601 4.073
C: 3.524 1.144 3.203
C: 3.187 0.481 2.025
N: 2.247 1.114 1.153
C: 1.120 0.535 0.650
N: 0.759 -0.606 1.282
C: -0.325 -1.539 1.167
C: -1.351 -1.439 0.230
C: -2.345 -2.421 0.270
C: -2.326 -3.462 1.186
C: -1.281 -3.532 2.097
C: -0.271 -2.583 2.107
C: 0.847 -2.678 3.119
N: 0.474 1.077 -0.351
C: 0.945 2.316 -0.903
C: 0.564 3.512 -0.297
C: 0.945 4.730 -0.839
C: 1.705 4.755 -2.000
C: 2.076 3.563 -2.604
C: 1.714 2.326 -2.073
C: 2.155 1.051 -2.744
H: 4.339 -2.054 0.101
H: 3.213 -0.785 -0.391
H: 2.633 -2.170 0.525
H: 5.155 -2.232 2.364
H: 5.757 -1.066 4.447
H: 4.716 1.128 4.982
H: 3.045 2.091 3.427
H: 2.458 2.039 0.813
H: 1.381 -0.816 2.046
H: -3.169 -2.382 -0.437
H: -3.110 -4.211 1.195
H: -1.245 -4.341 2.818
H: 0.727 -3.567 3.735
H: 0.860 -1.816 3.795
H: 1.833 -2.745 2.645
H: -0.047 3.468 0.598
H: 0.643 5.654 -0.361
H: 2.004 5.700 -2.438
H: 2.665 3.586 -3.516
H: 2.312 1.213 -3.810
H: 1.428 0.251 -2.624
H: 3.099 0.697 -2.325

Values from the calculation:
**Orbital gap**: 0.2491 Ha
**Net charge**: +1
**LUMO energy**: -0.134 hartree
**Energy**: -49222.63162 eV



No. 6
This record from OMol25 describes a cluster of 7 separate species, C11H5BrCl25N3O2S in total. The level of theory is ωB97M-V with the def2-TZVPD basis set.

CARTESIAN COORDINATES (ANGSTROEM)
C: 1.688 0.515 -0.376
S: 0.490 1.659 0.423
O: 0.153 1.257 1.799
O: 1.160 2.970 0.483
C: -1.067 1.708 -0.569
Br: -0.575 1.856 -2.501
C: -1.920 2.965 -0.284
N: -2.676 3.784 -0.013
C: -1.990 0.402 -0.347
N: -1.232 -0.820 -0.126
Cl: -3.001 0.180 -1.853
C: -2.933 0.717 0.857
N: -3.415 0.816 1.896
H: 2.594 0.435 0.287
H: 1.944 0.955 -1.374
H: 1.267 -0.503 -0.569
H: -1.918 -1.585 -0.096
H: -0.788 -0.803 0.807
Cl: -7.405 -1.528 3.451
C: -6.650 -0.121 4.226
Cl: -7.861 1.162 4.429
Cl: -6.015 -0.590 5.815
Cl: -5.321 0.464 3.205
Cl: 4.517 -2.652 -3.557
C: 4.330 -0.923 -3.226
Cl: 2.602 -0.513 -3.195
Cl: 5.053 -0.538 -1.653
Cl: 5.139 0.015 -4.492
Cl: -6.201 -5.374 1.012
C: -6.484 -3.963 -0.022
Cl: -7.895 -3.071 0.567
Cl: -5.061 -2.903 0.021
Cl: -6.772 -4.498 -1.688
Cl: 8.375 -2.463 0.867
C: 8.429 -0.737 0.462
Cl: 8.603 -0.546 -1.291
Cl: 6.925 0.039 0.998
Cl: 9.807 0.018 1.278
Cl: -0.567 6.991 -3.126
C: -1.091 7.157 -1.439
Cl: -0.414 5.833 -0.477
Cl: -0.522 8.709 -0.795
Cl: -2.861 7.100 -1.363
Cl: 5.604 -4.258 0.577
C: 3.912 -4.716 0.310
Cl: 3.073 -4.816 1.869
Cl: 3.124 -3.497 -0.708
Cl: 3.846 -6.291 -0.499

Values from the calculation:
**Orbital gap**: 0.3543 Ha
**LUMO energy**: -0.042 hartree
**Energy**: -413986.06371 eV
**SMILES**: CS(=O)(=O)[C@](Br)(C#N)[C@](N)(Cl)C#N.ClC(Cl)(Cl)Cl.ClC(Cl)(Cl)Cl.ClC(Cl)(Cl)Cl.ClC(Cl)(Cl)Cl.ClC(Cl)(Cl)Cl.ClC(Cl)(Cl)Cl



No. 7
This record from OMol25 describes a cluster of 3 separate species, C3H14N2O3 in total. The level of theory is ωB97M-V with the def2-TZVPD basis set.

CARTESIAN COORDINATES (ANGSTROEM)
N: 2.768 -0.627 0.369
C: 1.739 -1.604 -0.140
C: 0.361 -0.891 -0.160
N: -0.093 -0.312 -1.470
C: -1.412 0.114 -1.577
O: -1.824 1.100 -0.520
H: 2.595 0.257 0.057
H: 3.129 -0.569 1.322
H: 1.620 -2.592 0.412
H: 2.122 -1.696 -1.142
H: -0.389 -1.741 0.028
H: 0.340 0.005 0.499
H: 0.668 -0.100 -2.103
H: -1.693 0.531 -2.533
H: -2.260 -0.629 -1.314
H: -0.976 1.500 -0.256
O: -0.004 2.182 0.850
H: 0.013 2.110 1.865
H: -0.001 3.167 0.795
O: -2.011 -0.357 1.848
H: -2.822 -0.056 2.091
H: -1.867 0.208 1.077

Values from the calculation:
**Orbital gap**: 0.3268 Ha
**LUMO energy**: 0.011 hartree
**Energy**: -12458.77070 eV
**SMILES**: NCCNCO.O.O



No. 8
This record from OMol25 describes a structure of composition C17H26GeN3O7STa. The level of theory is ωB97M-V with the def2-TZVPD basis set.

CARTESIAN COORDINATES (ANGSTROEM)
Ta: -0.351 0.405 0.673
O: -1.582 -1.353 3.015
C: -0.537 -0.533 2.573
O: -0.784 0.839 2.530
C: 0.695 -0.808 3.400
O: 1.823 -0.140 2.819
C: 2.011 1.225 3.126
C: 1.719 2.172 1.952
O: 1.971 3.356 2.060
O: 1.257 1.611 0.868
H: -2.262 -1.378 2.337
H: 0.547 -0.482 4.438
H: 0.929 -1.871 3.389
H: 1.406 1.540 3.978
H: 3.064 1.373 3.379
O: -1.951 1.421 0.157
N: -2.810 1.167 -0.887
C: -3.799 2.137 -1.082
C: -4.968 1.782 -1.685
C: -5.250 0.454 -2.035
C: -4.291 -0.537 -1.656
C: -3.125 -0.185 -1.059
S: -1.865 -1.266 -0.490
H: -3.510 3.138 -0.807
H: -5.685 2.568 -1.893
H: -6.181 0.178 -2.506
H: -4.476 -1.588 -1.832
N: 1.557 4.352 -2.296
C: 0.841 3.911 -3.385
C: -0.100 3.071 -2.872
N: 0.022 2.984 -1.504
C: 1.028 3.761 -1.194
H: 2.346 4.971 -2.305
H: 1.060 4.231 -4.388
H: -0.869 2.528 -3.397
H: 1.429 3.907 -0.201
C: 0.950 -0.121 -2.384
O: 1.080 -1.311 -1.661
H: 1.767 0.579 -2.159
H: -0.004 0.381 -2.168
H: 0.967 -0.366 -3.448
C: 2.234 -3.997 -0.959
Ge: 1.566 -2.856 0.495
C: 3.010 -2.877 1.844
C: -0.051 -3.743 1.165
C: 1.184 -1.070 -0.238
H: 2.471 -4.990 -0.572
H: 3.137 -3.563 -1.391
H: 1.491 -4.087 -1.750
H: 3.810 -3.521 1.474
H: 2.678 -3.271 2.806
H: 3.403 -1.876 2.009
H: 0.165 -4.772 1.460
H: -0.775 -3.765 0.349
H: -0.515 -3.223 1.999
H: 2.120 -0.497 -0.091

Values from the calculation:
**Orbital gap (alpha / beta)**: 0.1891 / 0.2850 Ha
**Net charge**: -1
**LUMO energy (alpha / beta)**: 0.100 / 0.100 hartree
**Energy**: -105757.24466 eV
**Spin multiplicity**: 2



No. 9
This record from OMol25 describes a structure of composition C3H7IO2S. The level of theory is ωB97M-V with the def2-TZVPD basis set.

CARTESIAN COORDINATES (ANGSTROEM)
C: -0.383 2.007 0.232
C: 0.783 -1.969 -0.106
C: -0.463 0.688 -0.476
O: -1.345 -0.947 1.303
O: 0.936 -0.023 1.634
S: -0.036 -0.597 0.712
I: -2.150 0.057 -1.476
H: 0.521 1.861 0.877
H: -0.573 2.745 -0.509
H: -1.057 1.973 1.055
H: 0.381 -1.805 -1.216
H: 1.796 -1.681 0.110
H: 0.365 -2.997 0.122
H: 1.226 0.689 -2.262

Values from the calculation:
**Orbital gap (alpha / beta)**: 0.2965 / 0.3115 Ha
**LUMO energy (alpha / beta)**: -0.036 / -0.049 hartree
**Energy**: -26249.30347 eV



No. 10
This record from OMol25 describes a cluster of 4 separate species, CH9NO4 in total. The level of theory is ωB97M-V with the def2-TZVPD basis set.

CARTESIAN COORDINATES (ANGSTROEM)
N: 1.410 0.008 0.155
C: 1.403 0.246 1.499
O: 2.038 -0.374 2.335
H: 2.097 -0.602 -0.256
H: 0.972 0.737 -0.405
H: 0.715 1.068 1.811
O: -1.295 -1.586 0.405
H: -0.445 -1.170 0.609
H: -1.394 -2.263 1.081
O: -0.647 2.117 -1.340
H: -1.255 1.391 -1.495
H: -0.545 2.419 -2.248
O: -1.872 -0.480 -2.104
H: -2.804 -0.346 -2.006
H: -1.660 -1.096 -1.381

Values from the calculation:
**Orbital gap**: 0.3971 Ha
**LUMO energy**: 0.023 hartree
**Energy**: -10863.79141 eV
**SMILES**: NC=O.O.O.O